# 1
12
Properties=species:S:1:pos:R:3:forces:R:3:nbo_charge:R:1 method="wB97M-V/def2-TZVPD" lumo_energy_ev=0.7575 e_above_lowest_kj_mol=480.2 e_tot_ha=-248.34358 orbital_gap_ev=10.5 homo_energy_ev=-9.7
O 1.89350 -0.19518 0.13611 -0.1457 -0.3831 -0.2671 -0.496
C 1.22036 -0.20573 -0.86121 0.7333 1.0672 -0.2352 0.430
C -0.22481 0.08505 -0.90464 -0.5844 -0.0707 -0.5445 -0.231
C -1.16799 -0.38113 0.12145 0.2175 -0.3879 0.8193 -0.238
N -0.66936 0.98796 0.15686 -0.9151 0.0259 0.0646 -0.532
H 1.17801 0.24562 2.02188 -0.1068 -4.1508 2.8909 0.044
H 1.17521 -0.71161 2.66581 -0.0762 4.0668 -2.3541 -0.068
H 1.72464 -0.19556 -1.83722 0.0032 -0.5431 -0.3390 0.112
H -0.69799 0.19918 -1.86436 0.3631 0.1634 -0.4804 0.204
H -0.70620 -0.97682 0.88008 -0.1391 -0.4463 0.4753 0.218
H -2.20972 -0.59458 -0.13385 0.4415 0.1335 -0.0073 0.204
H -1.43420 1.53798 -0.21635 0.2086 0.5252 -0.0225 0.352



# 2
12
Properties=species:S:1:pos:R:3:forces:R:3:nbo_charge:R:1 method="wB97M-V/def2-TZVPD" smiles="CNC(C)=O" lumo_energy_ev=0.9167 e_above_lowest_kj_mol=21.6 e_tot_ha=-248.51828 orbital_gap_ev=10.6 homo_energy_ev=-9.7
C 1.21487 -0.91977 -1.08475 0.0869 -0.0231 -0.0898 -0.421
N 0.34200 -0.70319 0.05036 -0.0872 0.1007 0.0649 -0.617
C -0.24129 0.51231 0.25897 -0.0068 -0.0399 0.0881 0.671
C -1.11011 0.64444 1.49641 -0.0551 0.0235 -0.0010 -0.707
O -0.07198 1.45260 -0.49833 0.0042 -0.1522 0.1292 -0.630
H 0.91998 -0.21518 -1.86382 0.0841 -0.1597 0.0190 0.235
H 1.11448 -1.94675 -1.44515 -0.0324 0.1552 0.0200 0.198
H 2.26790 -0.73798 -0.83876 -0.1527 0.0026 -0.0021 0.193
H 0.16811 -1.46028 0.69020 0.0011 0.1773 -0.0222 0.393
H -2.04191 1.13008 1.19871 0.0996 -0.0716 0.0504 0.241
H -0.61030 1.30822 2.20832 -0.0259 -0.0933 -0.1249 0.239
H -1.33747 -0.30055 1.99808 0.0841 0.0806 -0.1317 0.206



# 3
12
Properties=species:S:1:pos:R:3:forces:R:3:nbo_charge:R:1 method="wB97M-V/def2-TZVPD" smiles="C=NOCC" lumo_energy_ev=0.8715 e_above_lowest_kj_mol=457.6 e_tot_ha=-248.35221 orbital_gap_ev=10.6 homo_energy_ev=-9.7
C 0.76922 -1.84462 0.26770 0.7821 -1.5530 5.4235 -0.155
N 0.77828 -1.28091 1.47584 -0.6945 1.1411 -5.6203 -0.052
O 0.32564 0.14604 1.32286 1.8268 -2.2651 1.6482 -0.457
C -0.64017 0.65267 0.42563 -1.4172 -0.2136 1.7892 -0.109
C -0.15732 1.20197 -0.92162 -0.2311 1.3320 -0.7604 -0.660
H 1.12736 -2.89800 0.24569 -0.1536 0.8101 0.2462 0.187
H 0.29449 -1.55360 -0.60149 -0.7214 1.4207 -1.5961 0.175
H -1.57036 -0.13820 0.40000 1.9755 2.1961 -0.1486 0.180
H -0.74039 1.54937 1.17243 -1.4592 -1.1129 -1.9904 0.232
H 0.40567 2.21600 -0.71641 -0.9275 -2.1341 -0.6060 0.223
H 0.49687 0.49544 -1.50030 -0.5996 0.7778 0.5600 0.214
H -1.08930 1.45385 -1.57033 1.6198 -0.3991 1.0548 0.223



# 4
12
Properties=species:S:1:pos:R:3:forces:R:3:nbo_charge:R:1 method="wB97M-V/def2-TZVPD" smiles="CCNC=O" lumo_energy_ev=0.9452 e_above_lowest_kj_mol=83.2 e_tot_ha=-248.49481 orbital_gap_ev=10.7 homo_energy_ev=-9.7
C -1.58167 -0.46262 0.05402 -1.2188 -0.4708 -0.4398 -0.619
C -0.46632 0.57773 -0.04946 0.3309 -1.1928 1.5756 -0.222
N 0.76448 -0.22320 0.13070 0.4161 -1.1722 -1.2911 -0.639
C 2.05597 0.26359 0.05528 -1.0962 -0.1592 0.4794 0.535
O 3.01540 -0.45174 -0.02336 0.7367 -0.4767 -0.2576 -0.591
H -1.69202 -0.93183 1.08215 0.3534 0.6168 -1.3111 0.225
H -2.58529 -0.10134 -0.27717 0.7436 0.1329 0.5384 0.221
H -1.37751 -1.24935 -0.71575 -0.0117 0.3030 0.8050 0.203
H -0.51566 1.32143 0.74632 -0.0885 -0.1327 0.2227 0.197
H -0.49392 1.14698 -0.94644 0.0006 0.1336 -1.1719 0.187
H 0.69859 -1.24143 -0.21412 0.2073 2.2527 0.8835 0.397
H 2.17795 1.35180 0.15782 -0.3734 0.1653 -0.0332 0.107